1.
A structure of composition C43H35N5O2P2Sc, computed with wB97M-V/def2-TZVPD.

LUMO level, Eh: -0.1097
Frontier orbital gap, eV: 6.98
HOMO level, hartree: -0.3662

The geometry in ORCA input format:
```
! wB97M-V def2-TZVPD RIJCOSX def2/J DEFGRID3
* xyz 1 1
Sc -0.7064 -1.5881 0.1277
O -2.4934 -2.4141 -3.5720
C -2.2174 -2.1834 -2.4096
N -1.0560 -2.3867 -1.7428
C 0.0988 -3.0082 -2.3111
C 0.2634 -3.3362 -3.6479
C 1.4629 -3.9066 -4.0631
C 2.4810 -4.1481 -3.1568
C 2.3120 -3.8467 -1.8080
C 1.1140 -3.2919 -1.3820
N 0.7689 -2.9875 -0.0321
C 1.3692 -3.5198 1.0516
O 2.3680 -4.2129 1.1236
C 0.5855 -3.2241 2.3267
C 0.9552 -3.8028 3.5229
C 0.1685 -3.5823 4.6423
C -0.9640 -2.7870 4.5357
C -1.2594 -2.2280 3.3105
N -0.4977 -2.4321 2.2300
C -3.3025 -1.6157 -1.5059
C -4.5584 -1.3534 -2.0170
C -5.5463 -0.9113 -1.1533
C -5.2499 -0.7555 0.1944
C -3.9651 -1.0234 0.6193
N -3.0042 -1.4319 -0.2121
H -0.5310 -3.1430 -4.3501
H 1.5910 -4.1611 -5.1071
H 3.4113 -4.5886 -3.4912
H 3.0849 -4.0671 -1.0881
H 1.8401 -4.4237 3.5352
H 0.4291 -4.0325 5.5917
H -1.6087 -2.5980 5.3820
H -2.1186 -1.5798 3.1872
H -4.7250 -1.5245 -3.0712
H -6.5426 -0.7031 -1.5213
H -5.9957 -0.4346 0.9082
H -3.6891 -0.9091 1.6599
C 0.8976 0.9697 2.6143
N 0.7339 1.3634 1.1849
P 1.6901 0.1917 0.2370
C 3.3280 0.5049 0.9276
C 3.7140 1.7609 1.3889
C 5.0185 1.9596 1.8168
C 5.9345 0.9130 1.7792
C 5.5502 -0.3379 1.3187
C 4.2435 -0.5437 0.8960
C 1.7862 0.7860 -1.4655
C 2.8696 1.4944 -1.9813
C 2.9154 1.8024 -3.3338
C 1.8889 1.3994 -4.1784
C 0.8055 0.6849 -3.6786
C 0.7738 0.3757 -2.3308
P -0.9302 1.2426 0.7123
C -1.0946 2.2368 -0.7936
C -2.1750 1.9380 -1.6165
C -2.3999 2.6746 -2.7723
C -1.5310 3.7033 -3.1076
C -0.4504 4.0032 -2.2826
C -0.2335 3.2781 -1.1203
C -1.7723 2.3202 1.9156
C -1.0991 3.3965 2.4907
C -1.7822 4.2853 3.3060
C -3.1419 4.1171 3.5421
C -3.8196 3.0588 2.9572
C -3.1342 2.1606 2.1475
H 1.8868 1.2565 2.9583
H 0.7941 -0.1115 2.7706
H 0.1615 1.4726 3.2351
H 2.9985 2.5752 1.4073
H 5.3236 2.9331 2.1786
H 6.9511 1.0732 2.1140
H 6.2589 -1.1550 1.2935
H 3.9396 -1.5251 0.5452
H 3.6821 1.8031 -1.3358
H 3.7613 2.3499 -3.7288
H 1.9384 1.6336 -5.2345
H 0.0046 0.3599 -4.3303
H -0.0911 -0.1642 -1.9532
H -2.8475 1.1230 -1.3657
H -3.2416 2.4385 -3.4108
H -1.6941 4.2734 -4.0134
H 0.2257 4.8051 -2.5503
H 0.6175 3.5006 -0.4861
H -0.0433 3.5429 2.2948
H -1.2528 5.1165 3.7534
H -3.6721 4.8159 4.1759
H -4.8810 2.9310 3.1262
H -3.6780 1.3548 1.6761
*
```

These are the Mulliken partial charges, in e, on atoms 1 to 8:
1. Sc 0.22
2. O -0.74
3. C 0.09
4. N 0.23
5. C -0.01
6. C -0.57
7. C -0.78
8. C -0.76

***

2.
A structure of composition C43H35O8PSe2Ta in a non-equilibrium geometry, computed with wB97M-V/def2-TZVPD.

ΔE to the lowest compared entry with this formula, charge and spin, eV: 0.540
LUMO level, Eh: 0.0640
Frontier orbital gap, eV: 6.96
HOMO level, hartree: -0.1917

The geometry in ORCA input format:
```
! wB97M-V def2-TZVPD RIJCOSX def2/J DEFGRID3
* xyz -1 1
Ta 0.2732 -0.2583 -0.1693
O 5.6705 -1.3956 -1.1248
C 4.9907 -2.4614 -1.7140
C 3.5022 -2.4199 -1.5418
C 2.9603 -3.7686 -2.1958
O 1.5776 -4.0629 -2.0434
C 3.1871 -2.3975 -0.0157
Se 1.3093 -2.3551 0.7226
C 2.9640 -1.2689 -2.3318
Se 1.0182 -0.9880 -2.7571
H 5.3473 -1.3387 -0.2265
H 5.4722 -3.3799 -1.2801
H 5.2902 -2.4444 -2.7535
H 3.4809 -4.6608 -1.7186
H 3.2413 -3.5044 -3.2502
H 0.9142 -3.5422 -2.5460
H 3.5832 -1.5001 0.4802
H 3.5542 -3.3306 0.4083
H 3.3766 -1.3559 -3.3234
H 3.4009 -0.3365 -1.8414
O -0.2890 5.6304 -2.0049
C -0.0979 4.4230 -1.8396
C 1.1862 3.6698 -1.7648
O 2.2866 4.0754 -2.0450
C 0.8021 2.2865 -1.2755
C -0.6047 2.3098 -1.0869
O -1.1337 1.2252 -0.6544
C -1.2019 3.5261 -1.4018
O -2.3833 3.8773 -1.3184
O 1.5027 1.2301 -0.9111
O -0.8701 -1.4205 2.6252
C -1.1677 -0.7394 1.6580
C -2.5654 -0.2579 1.5350
C -3.2779 0.4638 2.4520
C -4.5534 0.9524 2.2279
C -5.2261 0.5496 1.1065
C -4.5833 -0.2313 0.1577
C -3.2338 -0.5560 0.3794
P -2.1273 -1.2254 -0.8943
C -2.5658 -2.9890 -1.0859
C -3.8703 -3.2875 -1.4760
C -4.2556 -4.6435 -1.5501
C -3.4089 -5.6353 -1.0448
C -2.1507 -5.3157 -0.7429
C -1.7066 -4.0016 -0.7524
C -2.7066 -0.5624 -2.4768
C -3.0252 0.7917 -2.5997
C -3.1180 1.3962 -3.8485
C -3.0118 0.6487 -4.9972
C -2.6609 -0.7065 -4.9069
C -2.4693 -1.3148 -3.6384
H -2.7844 0.8815 3.2770
H -5.0942 1.6020 2.8547
H -6.2247 0.8438 0.8485
H -5.0878 -0.3174 -0.8329
H -4.5484 -2.5745 -1.9598
H -5.1564 -4.9898 -2.0264
H -3.7538 -6.6408 -1.1301
H -1.4726 -6.1505 -0.5912
H -0.6837 -3.7530 -0.5241
H -3.1713 1.3591 -1.6578
H -3.4279 2.4082 -3.8189
H -3.2611 1.0668 -5.9790
H -2.5938 -1.3161 -5.7933
H -2.2533 -2.3994 -3.5946
C 1.0919 5.2867 4.7887
C 1.1676 3.9192 5.1609
C 0.7583 2.8883 4.2599
C 0.4692 3.1994 2.9820
C 0.3684 4.5257 2.5677
C 0.5844 5.5291 3.5221
C 0.0722 2.1742 1.9344
C 0.7261 1.0540 1.6005
C 2.0760 0.7878 2.2249
C 2.3141 -0.2132 3.1680
C 3.4831 -0.1715 3.8991
C 4.4754 0.7961 3.5769
C 4.2584 1.7440 2.6127
C 3.0854 1.7146 1.9141
H 1.3040 6.1165 5.5059
H 1.5748 3.6610 6.2610
H 0.9357 1.8676 4.4755
H -0.0971 4.6873 1.6157
H 0.3949 6.5168 3.2312
H -0.7417 2.5180 1.3224
H 1.5554 -0.9763 3.3440
H 3.7124 -0.8585 4.6796
H 5.4350 0.7682 4.0999
H 4.9851 2.4663 2.2868
H 2.8982 2.5792 1.2903
*
```

These are the Mulliken partial charges, in e, on atoms 1 to 8:
1. Ta 1.00
2. O -0.53
3. C -1.30
4. C 2.71
5. C -1.32
6. O -0.38
7. C -1.98
8. Se -0.16

***

3.
A structure of composition C43H36Br2N11O3Zr in a non-equilibrium geometry, computed with wB97M-V/def2-TZVPD.

ΔE to the lowest compared entry with this formula, charge and spin, eV: 1.842
LUMO level, Eh: -0.1392
Frontier orbital gap, eV: 5.39
HOMO level, hartree: -0.3373

The geometry in ORCA input format:
```
! wB97M-V def2-TZVPD RIJCOSX def2/J DEFGRID3
* xyz 1 1
Zr -0.0051 0.5347 0.8147
C 1.6028 4.7760 1.9663
C 0.7829 3.6672 1.8542
N 1.0592 2.6595 1.0225
C 2.1309 2.8253 0.2011
C 2.9358 3.9685 0.3339
N 2.6943 4.9114 1.2166
C 2.3427 1.7969 -0.8197
C 3.4684 1.7529 -1.6344
C 3.6114 0.7160 -2.5650
C 2.6116 -0.2493 -2.6147
C 1.5444 -0.1995 -1.7151
N 1.3816 0.8453 -0.8795
C 0.6890 -1.3493 -1.4299
C 0.7957 -2.5178 -2.1658
N 0.3757 -3.7088 -1.6782
C -0.3302 -3.7280 -0.6147
C -0.6479 -2.5051 0.2354
N -0.0319 -1.2652 -0.2811
C 4.8228 0.5793 -3.3885
C 5.4362 -0.6653 -3.5425
C 6.6087 -0.7480 -4.2772
N 7.1763 0.2955 -4.8546
C 6.5900 1.4721 -4.7301
C 5.4197 1.6739 -4.0117
H 1.3860 5.5732 2.6588
H -0.1237 3.5813 2.4391
H 3.8001 4.1402 -0.2935
H 4.2635 2.4717 -1.5212
H 2.6998 -1.0570 -3.3226
H 1.2773 -2.5677 -3.1279
H -0.5507 -4.6854 -0.1659
H -0.1775 -2.7125 1.2231
H 5.0216 -1.5396 -3.0668
H 7.1203 -1.6925 -4.4039
H 7.0907 2.2945 -5.2261
H 4.9757 2.6567 -3.9560
Br -4.9037 0.7541 1.5392
C -3.8433 2.1756 0.8798
C -4.4038 3.4536 0.8494
C -3.7163 4.5014 0.2932
Br -4.5074 6.2310 0.2848
C -2.4632 4.2857 -0.3230
C -1.7500 5.2501 -1.0603
C -0.5967 4.8847 -1.7041
C -0.1402 3.5653 -1.5897
N -0.7319 2.6522 -0.8532
C -1.8892 2.9855 -0.2386
C -2.5538 1.8991 0.4260
O -1.9701 0.7345 0.5054
H -5.3971 3.6112 1.2441
H -2.1358 6.2551 -1.1358
H -0.0494 5.5898 -2.3068
H 0.7379 3.2515 -2.1401
O -0.5440 -1.8162 4.3334
C 0.4868 -1.6667 3.7203
C 1.8518 -2.2185 4.1122
C 2.8126 -1.5536 3.1320
C 1.8804 -0.7192 2.2845
O 2.2029 0.1311 1.4326
N 0.5961 -0.9094 2.5722
H 1.8233 -3.3038 4.0138
H 2.0511 -1.9923 5.1591
H 3.3451 -2.2637 2.4965
H 3.5583 -0.9167 3.6069
C -3.2297 -5.1387 -1.6236
N -2.2923 -4.1376 -2.0862
C -1.8422 -4.3684 -3.4407
C -2.7644 -2.7706 -1.9000
C -3.1152 -2.5568 -0.4544
C -4.4485 -2.6730 -0.0796
C -4.8301 -2.6276 1.2460
C -3.8655 -2.4147 2.2154
C -2.5357 -2.2866 1.8577
C -2.1372 -2.3889 0.5269
H -2.8454 -6.1274 -1.8625
H -4.2195 -5.0260 -2.0871
H -3.3408 -5.0693 -0.5426
H -2.6131 -4.1381 -4.1868
H -1.5537 -5.4098 -3.5587
H -0.9706 -3.7465 -3.6373
H -3.6529 -2.5772 -2.5287
H -1.9649 -2.0912 -2.2132
H -5.1914 -2.8512 -0.8433
H -5.8639 -2.7669 1.5212
H -4.1522 -2.3591 3.2526
H -1.7877 -2.1739 2.6272
N -1.9204 0.5948 4.7137
C -0.7600 1.1238 5.1812
C -0.0694 1.5435 4.0820
N -0.7997 1.2740 2.9487
C -1.9029 0.6870 3.3796
H -2.6327 0.1417 5.2624
H -0.5145 1.1665 6.2218
H 0.8986 2.0143 4.0432
H -2.6802 0.3012 2.7522
*
```

These are the Mulliken partial charges, in e, on atoms 1 to 8:
1. Zr -0.27
2. C -0.95
3. C -0.60
4. N 0.57
5. C -0.24
6. C -0.11
7. N -0.58
8. C 1.08